[1]
{
  "formula": "C45H44BN9O2TeV",
  "method": "the ωB97M-V functional and the def2-TZVPD basis",
  "fmax_ev_per_a": 0.59,
  "s2": 2.018,
  "e_lumo_ev": [-3.30, -2.94],
  "charge": 1,
  "multiplicity": 3,
  "homo_energy_ev": [-11.0, -11.0],
  "species": ["V", "C", "C", "C", "C", "N", "N", "B", "N", "C", "C", "C", "C", "N", "N", "C", "C", "C", "C", "N", "N", "C", "C", "C", "C", "N", "H", "H", "H", "H", "H", "H", "H", "H", "H", "H", "H", "H", "H", "H", "H", "H", "H", "H", "H", "H", "C", "C", "C", "C", "C", "O", "C", "C", "C", "C", "C", "C", "C", "O", "C", "C", "C", "N", "C", "C", "Te", "C", "C", "C", "C", "C", "C", "C", "C", "C", "C", "C", "C", "H", "H", "H", "H", "H", "H", "H", "H", "H", "H", "H", "H", "H", "H", "H", "H", "H", "H", "H", "H", "H", "H", "H", "H"],
  "positions_angstrom": [[0.47, 0.15, 1.16], [0.10, 0.36, 5.15], [0.51, -0.87, 4.42], [0.74, -2.11, 5.01], [1.14, -2.93, 3.98], [1.16, -2.22, 2.85], [0.75, -0.94, 3.10], [1.53, -2.80, 1.45], [0.24, -2.79, 0.60], [-0.34, -3.74, -0.14], [-1.56, -3.26, -0.56], [-1.67, -1.98, -0.02], [-2.89, -1.13, -0.10], [-0.55, -1.69, 0.66], [2.59, -1.90, 0.79], [3.67, -2.25, 0.09], [4.36, -1.10, -0.24], [3.60, -0.06, 0.29], [3.91, 1.40, 0.25], [2.53, -0.56, 0.92], [2.12, -4.18, 1.66], [3.32, -4.45, 2.22], [3.40, -5.80, 2.44], [2.16, -6.30, 1.98], [1.69, -7.72, 1.96], [1.40, -5.32, 1.53], [0.41, 0.27, 6.19], [-0.98, 0.51, 5.15], [0.59, 1.25, 4.76], [0.64, -2.36, 6.05], [1.43, -3.97, 3.98], [0.13, -4.69, -0.27], [-2.30, -3.78, -1.15], [-3.28, -1.11, -1.11], [-2.71, -0.11, 0.22], [-3.67, -1.55, 0.55], [3.88, -3.28, -0.13], [5.28, -1.02, -0.80], [4.75, 1.58, -0.41], [4.18, 1.77, 1.24], [3.07, 1.97, -0.13], [4.03, -3.66, 2.44], [4.22, -6.35, 2.86], [2.42, -8.37, 2.43], [1.54, -8.06, 0.94], [0.74, -7.82, 2.49], [-3.19, 2.03, -4.56], [-2.23, 1.60, -3.49], [-1.21, 0.69, -3.75], [-0.28, 0.32, -2.79], [0.81, -0.65, -3.13], [1.91, -0.60, -2.63], [0.49, -1.71, -4.13], [-0.73, -2.39, -4.10], [-0.96, -3.43, -4.98], [0.01, -3.78, -5.91], [1.22, -3.11, -5.94], [1.47, -2.09, -5.04], [-0.38, 0.87, -1.50], [0.56, 0.60, -0.61], [-1.47, 1.72, -1.18], [-2.35, 2.09, -2.20], [-1.77, 2.10, 0.20], [-1.27, 1.44, 1.20], [-1.60, 1.84, 2.57], [-0.66, 2.93, 3.05], [1.37, 2.52, 2.44], [1.28, 4.02, 0.94], [1.25, 5.34, 1.39], [1.14, 6.38, 0.48], [1.08, 6.11, -0.88], [1.13, 4.80, -1.33], [1.22, 3.75, -0.42], [-2.74, 3.21, 0.40], [-4.06, 2.93, 0.76], [-4.97, 3.96, 0.91], [-4.56, 5.27, 0.72], [-3.25, 5.55, 0.36], [-2.34, 4.52, 0.19], [-2.97, 1.54, -5.51], [-3.15, 3.11, -4.73], [-4.22, 1.78, -4.29], [-1.12, 0.28, -4.75], [-1.49, -2.11, -3.38], [-1.90, -3.97, -4.95], [-0.18, -4.59, -6.61], [1.98, -3.39, -6.66], [2.42, -1.57, -5.04], [-3.17, 2.76, -1.96], [-1.49, 0.94, 3.17], [-2.63, 2.17, 2.66], [-0.69, 3.05, 4.13], [-0.89, 3.88, 2.57], [1.31, 5.56, 2.45], [1.12, 7.40, 0.84], [1.01, 6.93, -1.59], [1.08, 4.58, -2.39], [1.24, 2.73, -0.78], [-4.37, 1.90, 0.90], [-5.99, 3.74, 1.18], [-5.28, 6.08, 0.85], [-2.94, 6.58, 0.21], [-1.32, 4.74, -0.11]],
  "lowdin_charge": [0.827, -0.034, -0.321, 0.005, -0.024, 0.030, 0.014, -0.654, 0.047, -0.027, -0.006, -0.307, -0.002, 0.038, 0.029, -0.038, 0.009, -0.321, -0.030, 0.020, -0.026, -0.096, -0.011, -0.346, -0.032, 0.119, 0.094, 0.084, 0.008, 0.113, 0.129, 0.115, 0.114, 0.091, 0.039, 0.095, 0.133, 0.114, 0.093, 0.071, 0.038, 0.130, 0.105, 0.076, 0.078, 0.078, -0.038, -0.238, 0.042, -0.046, -0.286, 0.127, -0.164, -0.040, -0.068, -0.073, -0.065, -0.012, -0.248, -0.208, -0.086, 0.049, -0.188, -0.027, -0.271, -0.389, 1.510, -0.495, -0.145, -0.071, -0.071, -0.064, -0.139, -0.205, -0.035, -0.056, -0.064, -0.050, -0.013, 0.080, 0.087, 0.086, 0.132, 0.106, 0.106, 0.107, 0.108, 0.121, 0.132, 0.089, 0.120, 0.059, 0.051, 0.101, 0.112, 0.112, 0.116, 0.077, 0.126, 0.112, 0.111, 0.112, 0.100]
}



[2]
{
  "formula": "C45H44Br2N17NaO2S",
  "method": "the ωB97M-V functional and the def2-TZVPD basis",
  "fmax_ev_per_a": 0.53,
  "e_lumo_ev": 3.44,
  "charge": -2,
  "homo_energy_ev": -2.5,
  "de_lowest_kcal_mol": 0.0,
  "species": ["Na", "Br", "C", "C", "C", "C", "C", "C", "N", "C", "C", "C", "C", "C", "C", "N", "H", "H", "H", "H", "H", "H", "H", "H", "H", "C", "O", "C", "C", "C", "Br", "C", "C", "C", "O", "C", "N", "C", "C", "C", "C", "C", "C", "N", "H", "H", "H", "H", "H", "H", "H", "H", "H", "H", "H", "C", "N", "C", "C", "C", "C", "C", "N", "C", "C", "C", "C", "C", "C", "H", "H", "H", "H", "H", "H", "H", "H", "H", "H", "H", "N", "C", "N", "N", "N", "N", "C", "N", "N", "N", "N", "H", "C", "C", "N", "C", "S", "N", "C", "C", "H", "H", "H", "H", "H", "H", "H", "H", "H", "H", "H", "H"],
  "positions_angstrom": [[0.92, 1.15, -1.21], [0.68, -6.51, -2.99], [1.20, -4.69, -2.72], [2.54, -4.35, -2.60], [2.92, -3.04, -2.36], [1.96, -1.99, -2.22], [0.60, -2.40, -2.37], [0.23, -3.69, -2.63], [2.19, -0.70, -1.94], [3.52, -0.28, -1.80], [3.77, 1.13, -2.32], [4.66, 1.35, -3.37], [4.96, 2.65, -3.73], [4.38, 3.69, -3.03], [3.48, 3.38, -2.02], [3.16, 2.14, -1.69], [3.30, -5.12, -2.67], [3.98, -2.84, -2.24], [-0.15, -1.63, -2.27], [-0.82, -3.94, -2.75], [4.30, -0.91, -2.25], [5.11, 0.51, -3.87], [5.65, 2.85, -4.55], [4.61, 4.73, -3.26], [3.00, 4.16, -1.44], [0.29, 4.69, -1.50], [0.26, 3.79, -0.40], [-0.79, 3.91, 0.45], [-1.63, 5.00, 0.48], [-2.73, 4.98, 1.34], [-3.90, 6.48, 1.35], [-3.02, 3.89, 2.12], [-2.16, 2.79, 2.09], [-1.00, 2.81, 1.31], [-0.15, 1.77, 1.29], [-2.59, 1.59, 2.82], [-3.71, 1.53, 3.51], [-3.80, 0.21, 3.92], [-4.79, -0.44, 4.66], [-4.63, -1.79, 4.91], [-3.51, -2.49, 4.46], [-2.51, -1.86, 3.73], [-2.68, -0.51, 3.46], [-1.93, 0.40, 2.77], [0.68, 5.67, -1.18], [-0.71, 4.82, -1.93], [0.92, 4.23, -2.25], [-1.45, 5.87, -0.14], [-3.91, 3.84, 2.73], [0.80, 2.04, 1.64], [-5.65, 0.11, 5.00], [-5.40, -2.31, 5.47], [-3.41, -3.54, 4.69], [-1.61, -2.39, 3.41], [-1.06, 0.24, 2.27], [-2.27, -0.21, -0.86], [-1.39, 0.63, -1.65], [-1.33, 0.43, -2.91], [-0.46, 1.13, -3.82], [-0.40, 0.91, -5.20], [0.59, 1.78, -5.68], [1.07, 2.45, -4.55], [0.45, 2.07, -3.42], [-3.52, 0.50, -0.39], [-4.41, -0.18, 0.44], [-5.55, 0.45, 0.92], [-5.82, 1.76, 0.56], [-4.95, 2.44, -0.27], [-3.80, 1.82, -0.74], [-1.71, -0.53, 0.02], [-2.56, -1.12, -1.41], [-1.95, -0.35, -3.38], [-1.00, 0.20, -5.76], [0.93, 1.90, -6.70], [1.86, 3.20, -4.52], [-4.19, -1.20, 0.74], [-6.21, -0.09, 1.59], [-6.70, 2.26, 0.95], [-5.14, 3.47, -0.53], [-3.10, 2.35, -1.37], [3.67, 0.79, 2.86], [3.95, 0.23, 1.64], [4.97, -0.64, 1.43], [4.92, -0.93, 0.15], [3.93, -0.25, -0.35], [3.27, 0.48, 0.54], [3.14, 2.08, 2.96], [3.68, 2.99, 3.76], [2.89, 4.07, 3.62], [1.95, 3.82, 2.77], [2.07, 2.55, 2.33], [4.42, 0.65, 3.53], [3.28, -3.89, 2.37], [2.81, -3.49, 0.98], [1.41, -3.82, 0.74], [0.41, -2.99, 1.05], [0.65, -1.52, 1.83], [-0.85, -3.40, 0.73], [-1.25, -4.72, 0.30], [-1.37, -5.71, 1.45], [4.31, -3.57, 2.52], [3.22, -4.97, 2.52], [2.66, -3.40, 3.13], [3.40, -3.99, 0.21], [2.93, -2.42, 0.84], [1.22, -4.63, 0.17], [-1.57, -2.78, 1.08], [-0.55, -5.08, -0.46], [-2.20, -4.61, -0.22], [-0.42, -5.83, 1.96], [-1.69, -6.69, 1.08], [-2.11, -5.36, 2.18]],
  "lowdin_charge": [0.226, 0.626, -0.745, -0.178, -0.058, -0.295, -0.021, -0.172, 0.057, -0.278, -0.204, -0.014, -0.079, -0.074, -0.124, 0.131, 0.091, 0.088, 0.080, 0.096, 0.118, 0.110, 0.099, 0.097, 0.106, -0.077, -0.071, -0.203, -0.063, -0.678, 0.668, -0.098, -0.062, -0.195, -0.041, -0.243, 0.173, -0.249, -0.040, -0.126, -0.119, -0.037, -0.195, 0.182, 0.099, 0.099, 0.051, 0.094, 0.101, 0.056, 0.100, 0.084, 0.086, 0.066, 0.044, -0.192, 0.009, -0.142, -0.350, -0.097, -0.140, -0.221, 0.043, -0.197, -0.059, -0.100, -0.103, -0.088, -0.032, 0.087, 0.116, 0.126, 0.080, 0.062, 0.076, 0.110, 0.097, 0.093, 0.099, 0.111, 0.128, -0.432, 0.061, 0.042, -0.125, 0.191, -0.477, -0.003, -0.130, -0.078, 0.023, 0.119, -0.092, -0.277, 0.027, -0.807, 0.739, -0.001, -0.248, -0.078, 0.066, 0.063, 0.054, 0.106, 0.051, 0.117, 0.093, 0.068, 0.119, 0.069, 0.069, 0.067]
}